No. 1
Density functional theory data (wB97M-V/def2-TZVPD) for a 2-piece molecular cluster, C2H8S2 overall.

Computed properties:
Charge: 0
SMILES string: CCS.S
Kohn-Sham gap, eV: 9.514
Spin multiplicity: 1
E_HOMO, eV: -8.96

Element x y z (Å)
S 0.29166 -2.11075 1.99139
S -2.38753 2.97978 -1.82549
C 1.75202 -0.15393 0.53468
C 0.59387 -1.00544 0.44528
H -1.25413 -2.32866 1.92629
H 2.14896 0.17399 -0.44244
H -2.82035 1.73689 -1.87829
H 0.84830 -1.86141 -0.16874
H 2.42035 -0.69671 1.26512
H 1.49016 0.73843 1.06738
H -0.31135 -0.41158 0.14919
H -2.77199 2.93939 -3.06437



No. 2
Density functional theory data (wB97M-V/def2-TZVPD) for a 2-piece molecular cluster, C29H35N2O5PS2 overall.

Computed properties:
Charge: 0
Kohn-Sham gap, eV: 5.154
Spin multiplicity: 1
E_HOMO, eV: -6.45

Element x y z (Å)
S 1.63982 2.32938 2.88759
S -0.41060 0.29912 2.76702
P -0.42603 5.79493 1.10174
O 2.46922 2.63919 1.72077
O -4.90133 -0.56683 -0.39860
O -0.70454 -0.52342 1.61371
O 1.50440 3.25678 4.01503
O -1.37856 0.27741 3.85311
N -1.56648 6.11108 -0.05066
N 0.83141 5.88751 -0.02160
C -0.01221 1.92909 2.30943
C 3.42656 0.45795 3.94233
C 3.22617 5.38615 -0.18057
C -3.15581 8.01573 -0.10695
C -0.58756 2.69985 1.18314
C -2.27239 1.89780 -0.58188
C -3.31128 1.06530 -0.95669
C 0.38685 6.16315 -1.32694
C 1.46148 -1.55068 3.91593
C -5.95674 -0.99781 0.50500
C -2.77843 1.59290 1.68344
C 1.15805 6.41933 -2.45002
C -3.93751 5.68172 -0.29458
C 2.18164 6.30784 0.42382
C -1.00849 6.27535 -1.32420
C 1.15152 -0.26500 3.48750
C 0.43926 6.82363 -3.59302
C 2.26789 6.16341 1.96209
C -4.03664 0.38792 0.02274
C 2.50261 7.75308 0.03745
C -1.84721 2.00876 0.71760
C 2.74952 -1.81524 4.36282
C 2.12154 0.70818 3.54747
C -3.03020 6.51173 1.86368
C -0.97383 6.91666 -3.59064
C -3.86049 0.78396 1.37894
C 3.71844 -0.82760 4.36926
C -1.73587 6.63181 -2.43970
C -2.90142 6.58957 0.32594
H -3.92081 5.75049 -1.37760
H 4.21103 5.76515 0.13636
H -4.14083 8.29225 0.27170
H -2.41952 8.71713 0.29094
H 4.70374 -0.99978 4.74445
H 2.25235 6.31958 -2.41954
H -3.77438 4.64449 -0.00846
H -2.87095 5.47508 2.23273
H -5.54848 -1.69118 1.25592
H -6.60890 -1.52813 -0.18218
H -4.06461 6.80908 2.12688
H -1.46168 7.22579 -4.53174
H 2.55805 7.86835 -1.04358
H 4.13749 1.27735 3.90235
H -2.72331 1.88941 2.74782
H 3.11328 4.37661 0.22353
H 1.75120 8.45504 0.42515
H 2.12525 5.10442 2.25223
H -6.49931 -0.15526 0.96379
H -3.17398 8.13787 -1.18106
H -3.50254 0.79008 -1.98669
H 3.14708 5.36240 -1.27081
H 1.06195 7.02907 -4.47947
H -0.69305 3.81410 1.56223
H -4.92110 5.98251 0.08169
H 0.68688 -2.29217 3.86672
H 3.29619 6.44893 2.27802
H 3.48774 7.99120 0.46749
H 2.98664 -2.79734 4.73405
H -4.43571 0.29753 2.20201
H -1.76113 2.41608 -1.34966
H 1.51322 6.80368 2.47682
H -2.30238 7.19197 2.35735
H 0.08194 2.73585 0.35131
H -2.82725 6.69754 -2.51212



No. 3
Density functional theory data (wB97M-V/def2-TZVPD) for one molecule with the formula C2H4NPS.

Computed properties:
Charge: 0
SMILES string: C1=NPCS1
Kohn-Sham gap, eV: 9.614
Spin multiplicity: 1
E_HOMO, eV: -8.83

Element x y z (Å)
S 0.00056 0.15384 -1.56896
P 0.27936 0.33123 1.44520
N -0.09342 1.76026 0.57861
C 0.56290 -0.76151 -0.09971
C -0.18411 1.64991 -0.74016
H 0.07348 -1.61211 0.11915
H 1.57249 -0.87259 -0.42816
H -0.35502 2.57535 -1.20947
H -1.05062 0.10605 1.27824



No. 4
Density functional theory data (wB97M-V/def2-TZVPD) for an isolated ion of composition C5H15N3 and charge +2.

Computed properties:
Charge: +2
SMILES string: C/C=[N+](\N)[C@@H](C)[NH2+]C
Kohn-Sham gap, eV: 10.709
Spin multiplicity: 1
E_HOMO, eV: -18.81

Element x y z (Å)
N -0.37370 -0.42448 -0.90658
N -0.34591 -1.59936 -1.68462
N -0.05189 0.54668 1.46894
C -1.58881 0.74982 -2.56632
C -0.88921 0.64418 -1.30545
C 0.44687 -0.41775 0.40727
C -0.16905 0.07395 2.87587
C 1.96803 -0.17497 0.15858
H -0.23471 -1.41801 -2.66879
H -2.42013 -0.02681 -2.78719
H -0.09146 0.92808 3.44939
H -1.12569 -0.45115 2.96030
H 0.30370 -2.37803 -1.27628
H -1.00027 0.66248 0.99893
H 0.82614 -0.39829 3.02656
H 0.45299 1.48473 1.58732
H 2.08020 0.82235 -0.25674
H 2.48436 -0.39753 1.18734
H 0.22661 -1.42135 0.85689
H -1.99160 1.79544 -2.71677
H 2.45113 -0.83583 -0.69157
H -0.80062 0.26269 -3.21207
H -0.60300 1.49683 -0.67233



No. 5
Density functional theory data (wB97M-V/def2-TZVPD) for a 16-piece molecular cluster, C48H120N8O24 overall.

Computed properties:
Charge: 0
Kohn-Sham gap, eV: 3.761
Spin multiplicity: 1
E_HOMO, eV: -6.02

Element x y z (Å)
O 14.23054 -17.71019 10.79512
O 13.02807 -17.33027 2.09071
O 14.93056 -13.92338 -1.09631
O 10.84306 -12.79135 8.55753
O 18.48591 -17.25948 2.64482
O 10.56046 -19.21209 7.48487
O 11.41692 -13.65752 2.47765
O 15.00380 -14.08785 1.00632
O 12.10566 -17.11239 -1.93803
O 15.86343 -8.28832 2.16545
O 11.71735 -12.87789 4.45572
O 18.06759 -12.68450 7.04855
O 15.06069 -22.10540 3.26188
O 13.83372 -16.39279 6.00153
O 16.75100 -17.19994 3.93155
O 18.57168 -16.73165 8.81887
O 9.78483 -20.31642 11.15138
O 14.11697 -19.43157 9.54227
O 13.06882 -19.47652 1.65205
O 18.90558 -10.81430 7.87851
O 11.69090 -20.70990 6.29271
O 8.03378 -16.20836 4.28353
O 16.66757 -20.65881 -0.75627
O 11.13655 -14.89811 9.16763
N 11.24132 -17.83007 9.80537
N 15.81138 -17.44858 1.09853
N 14.50157 -4.75427 2.36977
N 9.74487 -14.25915 6.01267
N 20.59699 -13.63417 8.72472
N 13.92381 -14.83548 3.62799
N 12.33148 -15.13001 0.09436
N 14.03268 -19.58597 4.54830
C 9.78890 -18.95208 11.60429
C 13.13171 -13.39898 9.09372
C 11.58098 -12.68184 3.21442
C 14.81562 -14.58092 4.86280
C 15.30035 -21.87388 4.61814
C 14.24792 -15.04828 6.14615
C 15.35134 -5.93462 1.82523
C 15.41563 -9.64948 2.47515
C 9.37670 -20.83743 6.37128
C 18.64252 -18.33396 4.68765
C 11.05193 -18.03593 11.27758
C 8.63944 -21.07599 11.56008
C 20.32171 -15.09682 8.48604
C 9.65705 -15.83031 6.12798
C 11.92455 -15.63666 -2.22872
C 8.67607 -16.20734 7.21853
C 10.93258 -13.50720 -1.06789
C 17.92488 -17.49340 3.68068
C 16.06567 -19.25622 10.76845
C 16.57501 -12.58263 0.02794
C 17.36500 -17.55757 -0.90468
C 15.39560 -20.30599 4.87759
C 16.63668 -19.76918 0.25135
C 16.23875 -18.25373 -0.16468
C 11.62291 -11.17827 2.72198
C 16.51529 -10.89376 7.28777
C 15.62461 -20.07427 6.40054
C 15.10274 -13.03828 5.02621
C 16.79006 -5.41382 1.85466
C 10.94036 -16.69455 11.93870
C 15.02330 -7.23971 2.56302
C 10.98514 -18.35586 1.66367
C 15.14702 -23.43170 2.96452
C 19.20072 -15.59646 9.41188
C 17.77978 -16.46000 7.71385
C 13.63501 -17.03967 7.22869
C 11.62720 -13.75731 8.91367
C 12.48198 -18.42395 1.78229
C 12.45492 -17.95811 -3.08129
C 17.96603 -11.48147 7.40091
C 17.02738 -22.00173 -0.42166
C 11.23396 -15.04412 -0.93274
C 7.43170 -17.22842 3.58313
C 15.48650 -13.62573 -0.05629
C 14.70260 -18.76386 10.42377
C 9.31427 -16.60657 4.80651
C 10.65638 -20.18179 6.69453
C 21.57218 -15.92780 8.63388
H 16.15024 -10.77081 6.26810
H 8.83979 -18.43036 11.48140
H 14.87324 -14.83174 7.01229
H 15.96826 -20.05429 1.06376
H 16.25984 -22.21862 5.00365
H 10.61356 -17.08542 9.53794
H 12.47232 -18.94504 -2.61894
H 21.41020 -16.91819 8.20844
H 11.15957 -18.62788 9.19144
H 16.75014 -18.66126 10.16380
H 18.28677 -15.95821 6.88966
H 11.90189 -13.05613 -1.28017
H 16.94601 -4.51893 1.25221
H 14.25430 -12.56424 5.51969
H 14.91437 -17.67304 1.50485
H 11.07611 -16.85768 13.00785
H 15.29938 -18.29962 -0.71565
H 15.37347 -12.37276 4.20652
H 16.48186 -20.64062 6.76450
H 10.52180 -17.44095 1.29441
H 9.00031 -17.18513 7.57472
H 16.23376 -10.35004 2.64250
H 7.65301 -16.24139 6.84397
H 7.77679 -20.76147 10.97271
H 18.13058 -18.58606 5.61634
H 18.61190 -19.25827 4.11076
H 8.07941 -17.82002 2.93615
H 14.69456 -3.96779 1.76618
H 16.96879 -5.17090 2.90211
H 18.32784 -17.38162 -0.42501
H 10.06967 -16.05282 11.80393
H 16.64798 -11.96256 -0.86552
H 16.41838 -9.87884 7.67333
H 10.49245 -19.00709 0.94168
H 15.75563 -19.11204 6.89556
H 8.85035 -13.96032 5.65122
H 14.46787 -22.20255 5.24027
H 14.50720 -14.56345 2.84968
H 10.37862 -13.92789 5.29942
H 16.43377 -18.94294 11.74542
H 14.79627 -9.96418 1.63525
H 10.51286 -13.09665 -0.14952
H 12.20929 -17.58344 9.65603
H 13.44627 -17.81025 -3.50965
H 11.92380 -18.62457 11.56297
H 15.65356 -16.45274 1.03928
H 11.67650 -18.00248 -3.84298
H 15.83158 -11.52591 7.85436
H 16.60308 -17.60787 1.70509
H 17.36599 -22.58646 -1.27695
H 17.45839 -18.12899 -1.82818
H 8.59942 -22.12875 11.28048
H 22.34733 -15.54205 7.97174
H 15.96530 -12.95546 5.68744
H 15.06409 -6.84492 3.57819
H 9.20589 -21.01517 5.30953
H 12.61903 -10.74117 2.79108
H 12.68380 -16.06028 0.26921
H 13.73093 -19.95993 3.65994
H 16.89666 -15.84376 7.88250
H 7.05170 -17.92326 4.33207
H 9.24959 -21.81795 6.83011
H 18.41185 -14.86931 9.60430
H 10.63425 -16.02243 6.57101
H 21.98039 -16.14424 9.62110
H 19.68444 -18.14115 4.94321
H 10.23634 -13.22508 -1.85767
H 14.20060 -18.62111 4.30141
H 13.09857 -17.97887 7.09372
H 17.00479 -16.56516 -1.17574
H 20.45889 -13.43400 9.70500
H 14.61243 -17.14328 7.69986
H 13.26753 -19.74638 5.18776
H 13.98028 -7.52044 2.41675
H 13.11762 -16.41331 7.95538
H 17.86836 -22.04305 0.27054
H 13.07899 -14.29012 3.72263
H 9.89131 -13.60459 6.76780
H 16.51079 -11.87546 0.85492
H 17.53253 -13.05668 0.24364
H 13.81041 -14.12670 9.53855
H 14.43955 -24.03877 3.52936
H 13.25687 -14.68780 6.42179
H 9.37542 -17.67760 4.99956
H 17.47962 -17.43844 7.33883
H 10.57042 -18.58653 2.64495
H 13.55225 -13.18077 8.11207
H 14.85661 -20.57357 6.99128
H 8.71788 -15.48495 8.03371
H 14.67709 -4.62238 3.35561
H 14.82040 -9.65151 3.38827
H 13.17903 -12.42924 9.58916
H 13.57214 -15.77904 3.54985
H 11.27642 -11.16877 1.68856
H 11.41722 -15.64027 -3.19344
H 16.27608 -20.32160 10.67474
H 12.13739 -14.70107 0.98792
H 15.75287 -15.12502 4.74600
H 16.19513 -19.91868 4.24606
H 20.11881 -14.93159 7.42791
H 19.88512 -13.01653 8.36160
H 11.69269 -16.05596 11.47580
H 16.17486 -23.79439 2.95419
H 17.67102 -19.71985 0.59165
H 8.51840 -20.20433 6.59629
H 6.56686 -16.89912 3.00719
H 15.03483 -6.11571 0.79803
H 10.93568 -10.47912 3.19844
H 14.66305 -23.50500 1.99060
H 21.48630 -13.30454 8.37748
H 8.30546 -21.00372 12.59514
H 12.90464 -15.21316 -2.44821
H 13.08886 -14.52245 -0.18370
H 16.26010 -22.52271 0.15103
H 17.45855 -6.16481 1.43370
H 19.54712 -15.86873 10.40887
H 13.49720 -4.82394 2.45030
H 10.37341 -15.59243 -0.54944
H 10.05526 -16.30166 4.06755
H 9.83593 -19.04537 12.68926



No. 6
Density functional theory data (wB97M-V/def2-TZVPD) for C23H24BaN2O4 as an isolated structure.

Computed properties:
Charge: -2
Kohn-Sham gap, eV: 5.920
Spin multiplicity: 1
E_HOMO, eV: -1.33

Element x y z (Å)
Ba -0.75777 0.15025 -0.95663
O 1.74888 0.98742 4.65694
O -3.28081 0.38147 -0.56232
O 0.12137 1.20920 0.82233
O -0.17128 -1.74699 -1.74987
N -0.20161 0.62700 3.04999
N -1.29290 -0.22399 2.73662
C -5.31078 -1.97088 2.19320
C 0.41780 1.25375 2.07169
C -5.84229 -1.74134 0.91519
C -3.94556 -0.30622 0.30666
C 0.59344 -2.87645 -2.04508
C -4.11552 -1.34312 2.53098
C 2.44012 2.71311 -2.74969
C 0.61514 -3.12443 -3.55762
C -5.19166 -0.93256 0.00022
C -2.22903 0.24963 2.00814
C 0.17707 2.40128 -3.01802
C 0.83448 1.23960 -3.48684
C 3.95139 3.44921 3.14480
C 1.63851 2.02099 2.49197
C 2.03945 -2.66997 -1.57080
C 2.23126 1.43068 -3.32349
C 2.25430 1.83240 3.74529
C 3.42055 2.54181 4.05180
C 0.02329 -4.11806 -1.35543
C 1.17136 3.31785 -2.57936
C 3.33869 3.65708 1.90909
C -3.45153 -0.50610 1.63663
C 2.19585 2.93036 1.59241
H 3.00401 0.70467 -3.55693
H -0.86884 2.63913 -3.19130
H -6.77669 -2.21696 0.63160
H -5.59486 -0.77741 -0.99539
H 0.98597 4.30134 -2.15778
H 2.66146 -3.55966 -1.73595
H 4.85344 3.99639 3.40461
H 1.72379 3.03097 0.61791
H 0.35668 0.40900 -4.00554
H -0.99138 -4.31196 -1.72553
H 2.04189 -2.43301 -0.49846
H 0.64274 -5.00590 -1.53719
H -0.41781 -3.18875 -3.92580
H 0.89835 0.63828 4.22687
H -2.18401 1.27026 1.63451
H 3.39656 3.13676 -2.46244
H 1.10783 -2.28016 -4.06098
H -3.67975 -1.48027 3.51618
H -5.82197 -2.61094 2.90350
H 1.14652 -4.05273 -3.81648
H -0.03602 -3.94199 -0.27471
H 2.48163 -1.81709 -2.10436
H 3.89361 2.35865 5.01096
H 3.75465 4.35840 1.19392



| no. | LUMO (Eh) |
| --- | --- |
| 1 | 0.0205 |
| 2 | -0.0478 |
| 3 | 0.0289 |
| 4 | -0.2976 |
| 5 | -0.0832 |
| 6 | 0.1687 |